7 unconnected molecules or ions with the total composition C42H47B3FNO5 in a non-equilibrium geometry. Source: OMol25; level of theory: ωB97M-V with the def2-TZVPD basis set.

Positions of all 99 atoms, in Å:
C -12.4301 -3.7445 -3.2011
C -11.1132 -3.1780 -3.8299
O -9.9974 -3.2810 -2.9400
B -9.8966 -2.2007 -2.0819
O -10.8995 -1.2331 -1.9133
B -10.8484 -0.5848 -0.6773
N -12.0315 0.2198 -0.2553
C -12.5374 -0.2911 0.7378
O -12.9094 -0.9061 1.6399
O -9.7535 -0.6122 0.1975
B -8.9573 -1.7565 -0.0315
C -8.3744 -2.5691 1.2114
F -8.9015 -2.1390 2.4206
C -6.8136 -2.3573 1.2370
C -6.3896 -1.2028 2.1774
O -8.6853 -2.1172 -1.3539
H -12.1545 -4.2213 -2.2463
H -13.1896 -2.9624 -3.0522
H -12.8821 -4.5210 -3.8376
H -10.9114 -3.7845 -4.7289
H -11.2594 -2.1504 -4.2039
H -8.6111 -3.6350 1.0316
H -6.4704 -2.1887 0.2003
H -6.3896 -3.3202 1.5713
H -7.0519 -0.3252 2.1212
H -6.3617 -1.5325 3.2247
H -5.3695 -0.8864 1.8960
C -0.6722 -1.1028 4.5012
C -1.8675 -1.8094 4.5309
C -3.0769 -1.1323 4.4437
C -3.0914 0.2520 4.3307
C -1.8962 0.9591 4.3096
C -0.6864 0.2819 4.3935
H 0.2715 -1.6310 4.5627
H -1.8565 -2.8887 4.6214
H -4.0090 -1.6833 4.4636
H -4.0348 0.7796 4.2601
H -1.9072 2.0389 4.2272
H 0.2462 0.8326 4.3748
C 3.2580 0.3238 4.5138
C 3.3675 -0.5900 3.4734
C 3.9874 -0.2210 2.2869
C 4.4944 1.0634 2.1393
C 4.3773 1.9801 3.1761
C 3.7604 1.6102 4.3641
H 2.7800 0.0338 5.4418
H 2.9699 -1.5911 3.5876
H 4.0759 -0.9344 1.4767
H 4.9800 1.3496 1.2148
H 4.7677 2.9834 3.0587
H 3.6708 2.3240 5.1735
C 5.7536 -0.0436 -1.6299
C 5.8783 -1.1348 -2.4796
C 7.1383 -1.5856 -2.8525
C 8.2741 -0.9420 -2.3791
C 8.1494 0.1555 -1.5355
C 6.8904 0.6037 -1.1596
H 4.7706 0.3032 -1.3343
H 4.9928 -1.6351 -2.8513
H 7.2351 -2.4386 -3.5125
H 9.2574 -1.2946 -2.6679
H 9.0355 0.6614 -1.1706
H 6.7941 1.4577 -0.5001
C 9.6590 1.6674 -5.6929
C 8.9106 1.7487 -4.5253
C 8.6170 2.9887 -3.9735
C 9.0752 4.1481 -4.5866
C 9.8310 4.0663 -5.7492
C 10.1219 2.8264 -6.3035
H 9.8824 0.7003 -6.1268
H 8.5553 0.8467 -4.0457
H 8.0304 3.0511 -3.0647
H 8.8442 5.1153 -4.1577
H 10.1930 4.9698 -6.2243
H 10.7092 2.7629 -7.2112
C 14.3266 -2.4816 -1.5254
C 13.2137 -2.3434 -0.7063
C 12.2544 -1.3811 -0.9940
C 12.4106 -0.5535 -2.0997
C 13.5281 -0.6863 -2.9135
C 14.4853 -1.6510 -2.6275
H 15.0713 -3.2361 -1.3045
H 13.0933 -2.9866 0.1566
H 11.3846 -1.2757 -0.3568
H 11.6613 0.1962 -2.3265
H 13.6526 -0.0376 -3.7717
H 15.3555 -1.7559 -3.2634
C -10.3723 4.8985 2.8165
C -11.0743 4.2226 1.8262
C -10.6835 2.9436 1.4512
C -9.5935 2.3423 2.0598
C -8.8835 3.0204 3.0422
C -9.2744 4.2983 3.4224
H -10.6789 5.8933 3.1151
H -11.9248 4.6923 1.3475
H -11.2242 2.4103 0.6808
H -9.2951 1.3446 1.7625
H -8.0270 2.5530 3.5128
H -8.7239 4.8274 4.1905

Cartesian forces (eV/Å) of the 2 atoms listed first:
C 0.457 0.172 -0.102
C -1.339 -0.816 -0.985

Output
Strongest force on any atom, eV/Å: 2.1
Orbital gap, eV: 9.57
SMILES: CCOB1OB(N=C=O)OB([C@H](F)CC)O1.c1ccccc1.c1ccccc1.c1ccccc1.c1ccccc1.c1ccccc1.c1ccccc1
E_HOMO, eV: -9.24
Calculated total energy, Ha: -2234.3389
Net charge: 0


A molecular structure, C42H47Cl2GaN4O2 in a non-equilibrium geometry. Source: OMol25; level of theory: ωB97M-V with the def2-TZVPD basis set.

Positions of all 98 atoms, in Å:
Ga -0.0187 0.0309 0.3352
C -2.0327 -3.6617 3.2047
C -3.0647 -2.8790 2.4237
C -4.3766 -3.1530 2.5323
C -5.4204 -2.6638 1.6485
C -5.4110 -1.6462 0.7768
C -4.4423 -0.5207 0.5177
C -5.2817 0.7734 0.5736
C -2.5777 -1.8410 1.5212
N -1.5807 -1.9867 0.6897
C -1.1633 -3.1426 0.1419
C -2.0042 -4.3944 0.1263
C -0.0047 -3.0994 -0.7076
C 0.3630 -4.3458 -1.4711
N 0.6199 -1.9668 -0.8130
C 1.7657 -1.7748 -1.6805
C 1.4130 -1.7328 -3.1577
C 0.1645 -0.9894 -3.5222
C 2.2751 -2.2396 -4.0789
C 3.4481 -2.9259 -3.7122
C 3.7480 -3.1423 -2.3592
C 2.9479 -2.6767 -1.3595
C 3.2273 -2.9166 0.0882
H -2.1317 -3.4577 4.2717
H -1.0254 -3.3854 2.8978
H -2.1641 -4.7337 3.0538
H -4.6712 -3.9303 3.2297
H -6.3150 -3.2790 1.6568
H -6.2991 -1.5541 0.1568
H -6.0382 0.7423 -0.2128
H -4.6451 1.6384 0.4213
H -5.7947 0.8615 1.5309
H -2.9653 -4.2161 0.5948
H -1.5037 -5.2078 0.6580
H -2.1832 -4.7212 -0.8990
H 0.3062 -5.2213 -0.8254
H 1.3677 -4.2757 -1.8762
H -0.3275 -4.4952 -2.3037
H -0.5728 -1.0479 -2.7210
H -0.2692 -1.3893 -4.4381
H 0.3840 0.0714 -3.6808
H 2.0405 -2.1367 -5.1320
H 4.1034 -3.3168 -4.4771
H 4.6294 -3.7145 -2.0943
H 4.1642 -3.4543 0.2193
H 2.4230 -3.4892 0.5568
H 3.2770 -1.9570 0.6122
C -3.7452 -0.0931 2.9480
C -3.2575 -0.4793 1.5500
C -3.8939 -0.6666 -0.9121
O -2.1924 0.4010 1.1762
H -4.6209 -0.6707 3.2316
H -4.0012 0.9640 2.9562
H -2.9530 -0.2641 3.6750
H -4.7094 -0.5784 -1.6308
H -3.4186 -1.6369 -1.0592
H -3.1685 0.1227 -1.1091
Cl -0.7986 0.7606 3.6956
C -1.3607 2.3508 3.2454
C -1.0556 3.3684 4.1330
C -1.4047 4.6800 3.8783
C -2.0730 4.9807 2.6942
C -2.3789 3.9820 1.8077
Cl -3.1631 4.3879 0.3152
C -2.0794 2.5913 2.0273
N -2.5441 1.7781 1.0776
H -0.5296 3.1191 5.0458
H -1.1683 5.4635 4.5838
H -2.3539 5.9977 2.4569
N 8.9569 3.6522 -3.0815
C 7.9655 3.2003 -2.7149
C 6.7354 2.5999 -2.3110
C 6.6933 1.7610 -1.1959
C 5.5277 1.0951 -0.8800
C 4.3890 1.2430 -1.6812
C 4.4197 2.1396 -2.7561
C 5.5838 2.8066 -3.0737
C 3.2759 0.3844 -1.5021
C 2.3767 -0.4207 -1.4174
H 7.5871 1.6258 -0.6027
H 5.5014 0.4133 -0.0412
H 3.5347 2.2674 -3.3641
H 5.6237 3.4767 -3.9216
C -0.0180 4.3027 -1.3238
C 0.7905 3.0132 -1.2952
O 1.1589 2.6011 0.0075
C 2.2559 3.3274 0.5392
C 2.3910 3.0320 2.0168
H -0.3609 4.4831 -2.3430
H 0.5781 5.1597 -1.0106
H -0.8838 4.2160 -0.6679
H 1.6873 3.1100 -1.9240
H 0.1748 2.1966 -1.6863
H 2.0990 4.4006 0.3874
H 3.1719 3.0366 0.0037
H 1.5356 3.4327 2.5541
H 3.2982 3.4948 2.4056
H 2.4384 1.9547 2.1759

Cartesian forces (eV/Å) of the 2 atoms listed first:
Ga -0.391 0.175 0.335
C -0.075 0.098 0.043

Output
Strongest force on any atom, eV/Å: 1.1
Orbital gap (alpha / beta), eV: 4.19 / 4.84
E_HOMO (alpha / beta), eV: -5.99 / -6.00
Calculated total energy, Ha: -4843.0117
Net charge: 0


A molecular structure, C42H47InN4O6Si4 in a non-equilibrium geometry. Source: OMol25; level of theory: ωB97M-V with the def2-TZVPD basis set.

Positions of all 104 atoms, in Å:
In 0.0478 -0.4970 0.2505
O 4.2989 0.1086 2.8997
C 3.4699 0.1181 1.9994
O 2.3323 0.7280 1.9960
C 3.7692 -0.5998 0.6968
C 5.0574 -1.0489 0.4405
C 5.3209 -1.6630 -0.7753
C 4.2719 -1.8630 -1.6558
C 3.0117 -1.3828 -1.3123
N 2.7823 -0.7246 -0.1868
C 1.8362 -1.6053 -2.2670
O 2.1123 -2.0216 -3.3940
O 0.6746 -1.3395 -1.8230
H 5.8153 -0.8866 1.1941
H 6.3245 -1.9870 -1.0255
H 4.3857 -2.3619 -2.6071
C -0.7845 0.3212 3.5372
O -1.4492 -0.1591 2.3659
C -2.4319 -1.0969 2.5634
C -3.5430 -0.8324 3.3453
C -4.5202 -1.8018 3.5203
C -4.3620 -3.0521 2.9359
C -3.2428 -3.3258 2.1714
C -2.2615 -2.3519 1.9590
N -1.0567 -2.5522 1.2895
N -0.8397 -3.7306 0.8778
C 0.4057 -3.9528 0.4403
C 1.4427 -2.9834 0.6679
O 1.2250 -1.8392 1.1437
C 2.7999 -3.4204 0.3923
C 3.0828 -4.6434 -0.1001
C 2.0558 -5.6126 -0.3524
C 2.3503 -6.8915 -0.8492
C 1.3541 -7.8091 -1.0843
C 0.0216 -7.4584 -0.8316
C -0.2915 -6.2121 -0.3444
C 0.7146 -5.2614 -0.0800
H -0.8328 -0.4177 4.3393
H -1.2261 1.2625 3.8752
H 0.2565 0.4925 3.2621
H -3.6468 0.1354 3.8211
H -5.3968 -1.5881 4.1194
H -5.1077 -3.8230 3.0911
H -3.0862 -4.2984 1.7276
H 3.5819 -2.6926 0.5752
H 4.1107 -4.9147 -0.3198
H 3.3856 -7.1522 -1.0431
H 1.5949 -8.7906 -1.4749
H -0.7645 -8.1795 -1.0240
H -1.3176 -5.9388 -0.1434
N -6.8928 1.6165 -6.6477
C -6.1944 1.2239 -5.8193
C -5.3359 0.7532 -4.7881
C -5.8764 0.2061 -3.6198
C -5.0493 -0.2160 -2.6021
C -3.6540 -0.1118 -2.7152
C -3.1203 0.4083 -3.9077
C -3.9446 0.8418 -4.9214
C -2.7888 -0.4579 -1.6482
C -2.0526 -0.6994 -0.7031
H -6.9521 0.1231 -3.5283
H -5.4685 -0.6261 -1.6930
H -2.0452 0.4683 -4.0071
H -3.5270 1.2545 -5.8309
C 1.9181 2.4270 4.1496
Si 2.0801 2.6770 2.2561
C 3.8815 3.0112 1.6812
C 1.5609 4.5688 2.3403
Si 0.5050 2.1369 0.4972
Si -1.5884 3.2943 0.5411
C -2.7514 2.9676 -0.9252
C -1.4158 5.2022 0.5976
C -2.6180 2.9151 2.1022
Si 1.4237 2.6816 -1.6244
C 3.2532 2.2542 -1.9333
C 1.4084 4.5851 -1.8611
C 0.4482 1.9863 -3.1002
H 2.4327 3.2340 4.6783
H 2.3384 1.4743 4.4732
H 0.8667 2.4627 4.4535
H 4.5621 3.0222 2.5356
H 3.9630 3.9729 1.1696
H 4.2381 2.2397 0.9984
H 2.3314 5.1705 2.8378
H 0.6332 4.6915 2.9111
H 1.3974 4.9989 1.3470
H -2.2228 3.0808 -1.8751
H -3.6243 3.6247 -0.9478
H -3.1028 1.9371 -0.8814
H -0.8470 5.5721 -0.2575
H -0.8871 5.5123 1.4998
H -2.3897 5.6994 0.5951
H -2.8398 1.8454 2.1434
H -3.5652 3.4591 2.1264
H -2.0598 3.1795 3.0047
H 3.8972 2.7568 -1.2089
H 3.5656 2.5550 -2.9363
H 3.4286 1.1827 -1.8441
H 1.9093 5.0828 -1.0268
H 0.3862 4.9664 -1.9114
H 1.9202 4.8831 -2.7803
H 0.2551 0.9208 -2.9445
H 0.9927 2.0895 -4.0421
H -0.5144 2.4918 -3.2101

Cartesian forces (eV/Å) of the 2 atoms listed first:
In -1.329 2.069 -1.618
O 0.063 -0.099 -0.013

Output
Strongest force on any atom, eV/Å: 2.9
Orbital gap, eV: 6.44
E_HOMO, eV: -2.58
Calculated total energy, Ha: -3647.3568
Net charge: -2